Below is a molecular structure, C37H46BrCsN8O4S2 in a non-equilibrium geometry, with properties calculated with ωB97M-V with the def2-TZVPD basis set.

Element x y z (Å)
Cs 1.12 0.54 0.87
C -1.47 -5.29 1.80
S 0.24 -4.73 1.96
C 0.09 -2.97 2.23
S -1.27 -2.10 1.52
N 1.11 -2.52 2.87
N 1.22 -1.16 3.01
C 2.38 -0.81 3.56
C 2.78 0.52 3.80
C 4.06 0.78 4.39
C 4.47 2.06 4.62
C 3.62 3.13 4.27
C 2.40 2.81 3.70
N 1.96 1.58 3.47
H -1.42 -6.35 1.55
H -1.98 -4.75 1.01
H -2.02 -5.17 2.73
H 3.08 -1.60 3.85
H 4.69 -0.06 4.63
H 5.44 2.25 5.06
H 3.90 4.17 4.41
H 1.72 3.61 3.40
C -2.74 1.75 -1.34
O -2.16 0.46 -1.44
C -2.21 -0.14 -2.66
C -2.85 0.36 -3.77
C -2.84 -0.40 -4.94
Br -3.72 0.30 -6.48
C -2.24 -1.63 -5.01
C -1.59 -2.13 -3.88
C -1.54 -1.38 -2.71
O -0.86 -1.83 -1.65
C -1.01 -3.49 -3.96
N -1.07 -4.25 -5.03
C -0.47 -5.43 -4.66
C -0.24 -6.60 -5.40
C 0.39 -7.65 -4.77
C 0.79 -7.57 -3.42
C 0.58 -6.43 -2.68
C -0.06 -5.37 -3.32
N -0.42 -4.11 -2.90
H -3.81 1.71 -1.56
H -2.23 2.46 -2.00
H -2.58 2.08 -0.32
H -3.33 1.32 -3.75
H -2.26 -2.22 -5.91
H -1.12 -1.43 -0.79
H -0.56 -6.66 -6.43
H 0.57 -8.57 -5.32
H 1.28 -8.42 -2.96
H 0.88 -6.35 -1.64
H -0.30 -3.69 -1.99
C -0.68 5.43 3.49
C -0.43 5.10 2.06
C 0.47 5.59 1.14
C 0.27 4.82 -0.03
N -0.69 3.92 0.16
N -1.10 4.11 1.44
C 1.01 4.86 -1.32
H -0.30 6.42 3.72
H -0.18 4.72 4.15
H -1.75 5.40 3.73
H 1.19 6.37 1.29
H -1.84 3.55 1.84
H 1.74 5.67 -1.31
H 0.33 5.05 -2.15
H 1.54 3.91 -1.49
C 4.33 2.62 -3.46
C 4.14 1.84 -2.15
C 4.68 0.41 -2.36
C 4.99 2.51 -1.06
C 2.68 1.79 -1.71
H 5.39 2.71 -3.74
H 3.91 3.63 -3.36
H 3.80 2.13 -4.28
H 5.72 0.42 -2.69
H 4.08 -0.10 -3.12
H 4.61 -0.16 -1.44
H 6.06 2.51 -1.31
H 4.85 2.00 -0.11
H 4.66 3.55 -0.92
H 2.11 1.53 -2.64
O -3.13 1.73 4.90
C -3.14 1.81 3.58
O -3.25 2.87 3.00
C -3.01 0.48 2.88
N -3.09 -0.61 3.88
C -4.38 -1.27 3.66
C -4.66 -1.15 2.17
C -4.11 0.24 1.82
H -2.01 0.44 2.44
H -2.98 0.75 5.06
H -2.34 -1.26 3.63
H -5.15 -0.75 4.25
H -4.33 -2.30 4.02
H -5.72 -1.26 1.92
H -4.09 -1.92 1.64
H -4.88 1.01 1.91
H -3.71 0.28 0.82

## Properties
Lowest unoccupied orbital energy (alpha / beta), eV: 3.5 / 3.5
Molecular weight, g mol⁻¹: 943.77
Charge: -2
Frontier orbital gap (alpha / beta), eV: 4.028 / 3.568